(1)
The following is a quantum chemistry calculation of a structure of composition C30H36Cl3GeN3SiTb, from the Open Molecules 2025 dataset.

The largest force on an atom comes out at 0.01749 Eh/bohr. The HOMO-LUMO gap (spin up / spin down) is 6.601 / 6.594 eV. The HOMO energy (spin up / spin down) is -0.1932 / -0.1928 Ha.

The geometry in ORCA input format:
```
! wB97M-V def2-TZVPD RIJCOSX def2/J DEFGRID3
* xyz -1 7
Tb 0.70 0.29 0.78
C -1.11 1.48 -2.60
C -1.56 0.07 -2.54
C -2.19 -0.15 -1.35
C -2.28 1.12 -0.63
C -1.69 2.10 -1.38
C -1.60 3.56 -1.07
C -3.10 1.25 0.62
C -2.80 -1.41 -0.84
C -1.47 -0.89 -3.69
C -1.26 2.20 -3.93
H -1.72 4.16 -1.97
H -0.64 3.83 -0.63
H -2.38 3.86 -0.36
H -4.13 0.93 0.43
H -3.13 2.28 0.98
H -2.72 0.63 1.44
H -3.89 -1.31 -0.76
H -2.43 -1.67 0.16
H -2.59 -2.26 -1.48
H -2.15 -0.58 -4.49
H -1.75 -1.90 -3.38
H -0.46 -0.93 -4.11
H -2.31 2.27 -4.22
H -0.73 1.65 -4.72
H -0.84 3.20 -3.90
N 1.08 -9.98 4.33
C 1.00 -8.89 3.96
C 0.90 -7.54 3.48
C -0.11 -6.70 3.95
C -0.20 -5.40 3.50
C 0.70 -4.91 2.56
C 1.71 -5.75 2.09
C 1.81 -7.05 2.55
C 0.60 -3.51 2.07
C 0.39 -3.33 0.70
C 0.19 -4.37 -0.25
C 0.18 -3.79 -1.49
C 0.37 -2.41 -1.26
N 0.46 -2.11 0.03
C 0.77 -2.51 3.03
C 1.24 -2.70 4.37
C 1.34 -1.45 4.93
C 0.90 -0.54 3.93
N 0.57 -1.16 2.81
H -0.82 -7.08 4.68
H -0.98 -4.75 3.87
H 2.42 -5.37 1.36
H 2.60 -7.70 2.19
H 0.08 -5.42 -0.02
H 0.07 -4.27 -2.45
H 0.46 -1.64 -2.02
H 1.50 -3.64 4.82
H 1.67 -1.20 5.92
H 0.81 0.53 4.02
C 1.93 4.15 1.17
Ge 1.07 3.35 2.74
C 2.52 2.60 3.85
C 0.37 4.85 3.83
C -0.31 2.08 2.19
H 2.72 4.83 1.48
H 1.21 4.71 0.56
H 2.38 3.38 0.54
H 3.29 3.37 3.98
H 2.97 1.73 3.38
H 2.16 2.32 4.84
H 1.18 5.52 4.12
H -0.11 4.47 4.73
H -0.36 5.42 3.26
H -1.02 2.71 1.64
H -0.84 1.75 3.09
Cl 3.19 0.20 1.01
Si 0.78 1.32 -1.97
Cl 1.75 0.21 -3.54
Cl 1.55 3.24 -2.51
*
```

---

(2)
The following is a quantum chemistry calculation of a structure of composition C30H36Cl3N2O5P3S2Ti, from the Open Molecules 2025 dataset.

The largest force on an atom comes out at 0.04486 Eh/bohr. As for the energy above the lowest of the compared OMol25 structures with the same formula, charge and spin: 0.0 kcal per mole. The HOMO-LUMO gap (spin up / spin down) is 7.856 / 7.501 eV. The HOMO energy (spin up / spin down) is -0.2735 / -0.2879 Ha.

The geometry in ORCA input format:
```
! wB97M-V def2-TZVPD RIJCOSX def2/J DEFGRID3
* xyz 0 3
Ti 1.00 -1.61 0.10
C 0.80 -2.81 3.44
P 0.36 -1.26 2.56
C 0.94 -0.04 3.82
C -1.47 -1.25 2.87
C -2.15 -2.43 2.17
P -1.35 -2.83 0.53
C -2.81 -3.03 -0.58
C -1.08 -4.63 0.74
H 0.48 -2.75 4.48
H 1.88 -2.91 3.39
H 0.35 -3.67 2.96
H 0.16 0.14 4.56
H 1.22 0.91 3.36
H 1.82 -0.45 4.30
H -1.87 -0.32 2.46
H -1.68 -1.26 3.94
H -3.21 -2.21 2.00
H -2.08 -3.32 2.79
H -3.41 -3.87 -0.24
H -2.42 -3.24 -1.58
H -3.41 -2.13 -0.61
H -1.95 -5.08 1.22
H -0.18 -4.85 1.31
H -0.95 -5.07 -0.25
O 2.80 -1.22 1.94
S 3.53 -0.63 0.82
O 4.84 -1.16 0.61
O 2.64 -0.71 -0.39
C 3.64 1.12 1.07
C 4.82 1.66 1.54
C 4.96 3.03 1.64
C 3.91 3.85 1.25
C 2.73 3.30 0.79
C 2.56 1.92 0.69
P 0.99 1.18 0.01
C 1.28 1.50 -1.78
C 2.55 1.46 -2.35
C 2.71 1.57 -3.72
C 1.60 1.74 -4.54
C 0.33 1.78 -3.98
C 0.17 1.66 -2.61
C -0.15 2.55 0.46
C -0.40 3.69 -0.31
C -1.26 4.67 0.16
C -1.88 4.54 1.39
C -1.64 3.41 2.16
C -0.79 2.43 1.69
H 5.63 0.98 1.80
H 5.88 3.46 2.02
H 4.03 4.92 1.30
H 1.92 3.96 0.49
H 3.42 1.33 -1.72
H 3.70 1.52 -4.15
H 1.72 1.83 -5.61
H -0.54 1.91 -4.61
H -0.81 1.69 -2.17
H 0.08 3.80 -1.27
H -1.44 5.55 -0.45
H -2.54 5.31 1.75
H -2.12 3.30 3.13
H -0.61 1.54 2.28
Cl 2.96 -5.85 -2.61
C 2.75 -4.40 -1.76
Cl 3.72 -3.10 -2.19
Cl 0.33 -1.78 -2.11
C 1.92 -4.44 -0.53
O 1.51 -5.53 -0.17
O 1.68 -3.33 0.16
C -5.20 1.05 -1.10
N -4.31 0.49 -2.08
C -4.59 0.22 -3.41
C -3.48 -0.33 -3.94
N -2.53 -0.38 -2.95
C -3.03 0.12 -1.80
S -2.27 0.27 -0.31
H -6.17 1.23 -1.56
H -4.79 1.98 -0.71
H -5.32 0.36 -0.26
H -5.54 0.44 -3.84
H -3.28 -0.69 -4.94
H -1.60 -0.80 -2.98
*
```

---

(3)
The following is a quantum chemistry calculation of a structure of composition C30H36ClF6N3PPd, from the Open Molecules 2025 dataset.

The largest force on an atom comes out at 0.03579 Eh/bohr. As for the energy above the lowest of the compared OMol25 structures with the same formula, charge and spin: 31.4 kcal per mole. The HOMO-LUMO gap (spin up / spin down) is 4.383 / 4.391 eV. The HOMO energy (spin up / spin down) is -0.5128 / -0.5112 Ha.

The geometry in ORCA input format:
```
! wB97M-V def2-TZVPD RIJCOSX def2/J DEFGRID3
* xyz 2 2
Pd -0.20 -0.02 -1.44
Cl -2.34 -1.74 -4.94
C -3.12 -1.41 -3.47
C -4.44 -0.96 -3.49
C -5.10 -0.69 -2.31
C -4.46 -0.87 -1.08
C -3.16 -1.32 -1.04
C -2.43 -1.61 -2.22
C -1.11 -2.10 -2.14
H -4.95 -0.86 -4.44
H -6.12 -0.34 -2.33
H -4.99 -0.69 -0.16
H -2.66 -1.49 -0.09
H -0.62 -2.41 -3.06
H -0.85 -2.63 -1.24
F 0.18 2.10 -2.40
P -1.10 2.03 -3.53
F -0.58 0.43 -3.76
F -1.55 3.46 -3.09
F -0.10 2.49 -4.65
F -2.00 1.36 -2.25
F -2.32 1.78 -4.49
N 5.82 -0.10 -3.45
C 4.56 -0.08 -3.00
C 4.25 0.27 -1.67
C 2.95 0.21 -1.24
N 1.95 -0.19 -2.03
C 2.21 -0.50 -3.31
C 3.48 -0.45 -3.83
H 6.58 0.18 -2.86
H 6.02 -0.33 -4.41
H 5.03 0.57 -0.99
H 2.69 0.46 -0.22
H 1.37 -0.81 -3.92
H 3.64 -0.72 -4.87
C 2.27 -4.45 0.02
C 1.75 -3.43 0.97
C 1.77 -3.67 2.34
C 1.30 -2.72 3.26
C 1.34 -2.99 4.72
C 0.80 -1.52 2.79
C 0.72 -1.24 1.39
C 1.24 -2.23 0.51
N 0.19 -0.14 0.85
C -0.30 1.00 1.57
C -0.75 2.03 0.50
C -1.29 3.30 1.15
C -0.22 3.96 2.01
C 0.19 2.94 3.09
C -1.03 2.58 3.93
C -2.10 1.95 3.04
C -2.53 2.96 1.97
C -1.56 0.67 2.40
C 0.78 1.70 2.42
H 2.79 -5.24 0.54
H 2.95 -4.00 -0.71
H 1.45 -4.90 -0.53
H 2.17 -4.60 2.72
H 1.76 -3.97 4.92
H 0.34 -2.95 5.15
H 1.96 -2.25 5.24
H 0.45 -0.80 3.51
H 1.24 -2.02 -0.55
H -1.56 1.57 -0.08
H 0.11 2.28 -0.13
H -1.57 4.00 0.35
H -0.61 4.85 2.49
H 0.65 4.24 1.42
H 0.96 3.39 3.72
H -1.43 3.49 4.39
H -0.75 1.90 4.73
H -2.98 1.68 3.64
H -2.92 3.86 2.45
H -3.31 2.54 1.35
H -2.31 0.23 1.74
H -1.34 -0.06 3.18
H 1.18 1.03 3.18
H 1.61 1.99 1.77
*
```

---

(4)
The following is a quantum chemistry calculation of a structure of composition C30H36F5NP2RhS, from the Open Molecules 2025 dataset.

The largest force on an atom comes out at 0.01780 Eh/bohr. The HOMO-LUMO gap is 5.957 eV. The HOMO energy is -0.3750 Ha.

The geometry in ORCA input format:
```
! wB97M-V def2-TZVPD RIJCOSX def2/J DEFGRID3
* xyz 1 1
Rh -0.11 0.17 0.65
C 3.15 0.18 2.23
C 3.53 -0.17 0.78
C 3.94 -1.63 0.66
P 2.13 0.20 -0.35
C 2.70 -0.28 -2.03
C 1.65 0.07 -3.09
C 4.05 0.35 -2.38
C 1.94 2.02 -0.38
C 2.94 2.94 -0.08
C 2.66 4.30 -0.18
C 1.39 4.72 -0.55
C 0.38 3.81 -0.81
C 0.65 2.45 -0.72
N -0.29 1.43 -0.86
C -1.19 1.21 -1.86
C -1.30 2.03 -3.01
C -2.15 1.68 -4.03
C -2.91 0.51 -3.98
C -2.81 -0.30 -2.88
C -1.96 0.03 -1.81
P -1.71 -0.99 -0.37
C -1.17 -2.71 -0.81
C -2.21 -3.44 -1.67
C 0.19 -2.80 -1.49
C -3.30 -1.34 0.54
C -3.32 -0.99 2.02
C -4.52 -0.73 -0.15
H 4.05 0.17 2.85
H 2.69 1.17 2.31
H 2.47 -0.56 2.63
H 4.36 0.47 0.47
H 3.08 -2.30 0.80
H 4.39 -1.86 -0.31
H 4.67 -1.88 1.43
H 2.81 -1.37 -1.98
H 1.57 1.16 -3.20
H 1.96 -0.34 -4.05
H 0.66 -0.31 -2.85
H 3.97 1.44 -2.41
H 4.83 0.08 -1.68
H 4.36 0.01 -3.37
H 3.93 2.62 0.20
H 3.43 5.03 0.04
H 1.18 5.78 -0.61
H -0.62 4.15 -1.05
H -0.69 2.92 -3.10
H -2.21 2.33 -4.90
H -3.57 0.25 -4.80
H -3.38 -1.22 -2.85
H -1.11 -3.20 0.17
H -2.15 -3.11 -2.71
H -2.00 -4.51 -1.65
H -3.24 -3.31 -1.34
H 0.15 -2.39 -2.50
H 0.96 -2.27 -0.93
H 0.48 -3.84 -1.57
H -3.36 -2.43 0.48
H -3.33 0.09 2.17
H -4.22 -1.41 2.47
H -2.46 -1.42 2.55
H -4.43 0.35 -0.22
H -4.68 -1.12 -1.16
H -5.41 -0.96 0.44
F -0.72 -1.50 7.08
C -0.83 -0.82 5.96
C -0.23 -1.28 4.80
F 0.46 -2.42 4.80
C -0.36 -0.54 3.65
F 0.21 -1.05 2.50
C -1.07 0.64 3.56
S -1.20 1.56 2.07
C -1.68 1.07 4.74
F -2.39 2.20 4.73
C -1.56 0.37 5.92
F -2.14 0.81 7.02
*
```